Entry 1:
{"formula": "C17H24BiN4OPS5", "method": "the ωB97M-V functional and the def2-TZVPD basis", "symbols": ["Bi", "S", "C", "S", "C", "C", "S", "S", "S", "C", "C", "C", "C", "C", "C", "C", "C", "N", "H", "H", "H", "H", "H", "H", "C", "N", "C", "P", "O", "N", "C", "C", "N", "C", "C", "H", "H", "H", "H", "H", "H", "H", "H", "H", "H", "H", "H", "H", "H", "H", "H", "H", "H"], "xyz": [[0.1382, -1.3713, -1.0157], [-3.9651, -3.0475, 4.7964], [-3.0026, -2.8163, 3.5030], [-3.4953, -3.1193, 1.8648], [-2.0094, -2.6333, 1.0812], [-1.0234, -2.2089, 1.8952], [0.5942, -1.6584, 1.4398], [-1.3752, -2.2146, 3.6091], [-1.9427, -2.7883, -0.6689], [-0.9297, 0.6125, -0.7001], [-1.9716, 0.6585, 0.3550], [-3.2956, 0.3218, 0.0638], [-4.2613, 0.3277, 1.0520], [-3.9186, 0.6744, 2.3590], [-2.6014, 1.0184, 2.6603], [-1.6425, 1.0121, 1.6642], [-4.9203, 0.7039, 3.3834], [-5.7199, 0.7462, 4.2082], [-0.1050, 1.2912, -0.4855], [-1.3418, 0.8464, -1.6840], [-3.5646, 0.0454, -0.9479], [-5.2840, 0.0603, 0.8224], [-2.3393, 1.2857, 3.6753], [-0.6182, 1.2724, 1.9023], [5.5546, 0.4037, -2.6801], [4.3788, 1.2589, -2.7520], [4.5300, 2.4329, -3.5858], [3.1178, 0.9698, -1.7211], [2.8737, -0.4848, -1.5658], [1.8152, 1.7755, -2.3815], [1.4014, 3.1136, -2.0023], [1.3343, 1.3352, -3.6825], [3.4702, 1.7006, -0.2767], [4.3005, 2.8833, -0.1578], [2.7357, 1.3456, 0.9247], [5.8439, 0.0810, -3.6834], [5.3268, -0.4788, -2.0869], [6.4049, 0.9275, -2.2294], [4.7117, 2.1382, -4.6232], [5.3753, 3.0508, -3.2618], [3.6313, 3.0442, -3.5500], [1.7614, 3.3534, -1.0046], [0.3107, 3.1794, -2.0005], [1.7767, 3.8732, -2.6998], [1.6752, 0.3186, -3.8767], [1.6947, 1.9823, -4.4908], [0.2420, 1.3511, -3.7056], [4.8888, 3.0252, -1.0608], [4.9875, 2.7645, 0.6835], [3.7105, 3.7911, 0.0166], [2.2529, 0.3843, 0.7872], [1.9745, 2.0916, 1.1841], [3.4247, 1.2558, 1.7678]], "forces_ev_per_a": [[0.1, -0.2, -0.3], [0.0, 0.0, 0.0], [0.0, 0.0, 0.0], [0.1, 0.0, 0.1], [0.3, 0.1, 0.2], [-0.1, 0.0, -0.2], [-0.1, -0.2, 0.1], [0.0, 0.0, -0.1], [-0.1, 0.0, 0.1], [-0.1, 0.2, 0.0], [0.1, -0.1, -0.1], [0.0, 0.0, 0.0], [0.0, 0.0, 0.0], [0.1, 0.0, -0.2], [0.0, 0.0, 0.0], [0.0, 0.0, 0.0], [-0.1, 0.0, 0.1], [0.0, 0.0, 0.0], [0.0, 0.1, 0.0], [0.0, 0.0, 0.0], [0.0, 0.0, 0.0], [0.0, 0.0, 0.0], [0.0, 0.0, 0.0], [0.0, 0.0, 0.0], [0.0, 0.0, 0.0], [0.0, -0.1, 0.1], [0.0, 0.0, 0.0], [0.3, 0.4, -0.1], [-0.3, 0.1, 0.2], [0.1, -0.1, 0.1], [0.0, 0.0, -0.1], [0.0, 0.0, 0.0], [-0.1, 0.0, -0.1], [0.0, 0.0, 0.0], [0.0, 0.0, 0.0], [0.0, 0.0, 0.0], [0.0, 0.0, 0.0], [0.0, 0.0, 0.0], [0.0, 0.0, 0.0], [0.0, 0.0, 0.0], [0.0, 0.0, 0.0], [0.0, 0.0, 0.0], [0.0, 0.0, 0.0], [0.0, 0.0, 0.0], [0.0, 0.0, 0.0], [0.0, 0.0, 0.0], [0.0, 0.0, 0.0], [0.0, 0.0, 0.0], [0.0, 0.0, 0.0], [0.0, 0.0, 0.0], [0.0, 0.0, 0.0], [0.0, 0.0, 0.0], [0.0, 0.0, 0.0]], "homo_lumo_gap_ev": 7.092, "e_above_lowest_kcal_mol": 6.3}

Entry 2:
{"formula": "C17H24BrCoN4O3Se4", "method": "the ωB97M-V functional and the def2-TZVPD basis", "symbols": ["Co", "Se", "Se", "Se", "Se", "Br", "C", "C", "C", "C", "C", "N", "H", "H", "H", "H", "C", "C", "N", "C", "C", "C", "O", "C", "C", "C", "C", "N", "C", "H", "H", "H", "H", "H", "H", "H", "H", "H", "H", "H", "H", "H", "H", "N", "C", "C", "O", "O", "H", "H", "H", "H", "H", "H"], "xyz": [[0.4082, -1.4932, 0.2774], [1.9071, -1.3720, 2.1283], [2.4518, -0.4474, 4.2526], [0.4639, 0.8603, 4.2183], [-0.1183, -0.0397, 2.0933], [0.9955, -4.6752, 0.7466], [1.0732, -3.9648, -1.0103], [1.3792, -4.8157, -2.0631], [1.4334, -4.2828, -3.3482], [1.1815, -2.9281, -3.5340], [0.8844, -2.1578, -2.4212], [0.8246, -2.6456, -1.1638], [1.5723, -5.8696, -1.8966], [1.6698, -4.9191, -4.1965], [1.2158, -2.4820, -4.5219], [0.6802, -1.0948, -2.5147], [-2.5477, 4.9965, 2.7656], [-2.5934, 4.9247, 1.2468], [-2.1672, 3.6196, 0.7331], [-0.8682, 3.5662, 0.0510], [0.3011, 3.7076, 1.0135], [-3.1021, 2.5804, 0.7852], [-4.2496, 2.7353, 1.2054], [-2.7569, 1.2315, 0.3012], [-3.6131, 0.5810, -0.5888], [-3.3068, -0.7101, -1.0113], [-2.1539, -1.3054, -0.5221], [-1.3151, -0.7113, 0.3561], [-1.6527, 0.5364, 0.7702], [-2.8615, 5.9886, 3.1053], [-1.5372, 4.8107, 3.1414], [-3.2130, 4.2567, 3.2215], [-1.9594, 5.7090, 0.8183], [-3.6164, 5.1205, 0.9044], [-0.8451, 4.3772, -0.6864], [-0.7648, 2.6410, -0.5197], [0.3075, 4.6947, 1.4866], [1.2489, 3.5877, 0.4799], [0.2568, 2.9584, 1.8096], [-4.5172, 1.0739, -0.9381], [-3.9561, -1.2415, -1.6984], [-1.8725, -2.3107, -0.8237], [-0.9903, 0.9614, 1.5170], [3.9857, -3.5237, -0.6721], [4.1896, -2.0250, -0.6467], [2.8825, -1.3454, -0.1763], [2.8232, -0.1020, -0.2503], [2.0560, -2.2409, 0.2022], [4.7006, -4.0631, -0.1882], [3.7562, -3.8671, -1.6053], [3.0840, -3.5938, -0.1315], [4.4755, -1.7218, -1.6563], [4.9963, -1.8298, 0.0645], [-0.6264, -1.7401, -0.9101]], "forces_ev_per_a": [[-3.2, 0.6, -1.0], [0.7, 0.5, 5.9], [-1.3, 1.3, 0.8], [2.0, 0.3, 2.8], [7.4, -5.8, 4.4], [-0.4, -0.5, 0.1], [-0.3, -2.6, -0.8], [-0.3, 0.6, 0.4], [0.6, -1.6, -0.6], [-0.2, 1.7, 0.9], [0.4, -0.1, -2.4], [-4.7, -0.6, -3.8], [-0.1, 0.1, 0.1], [-0.1, 0.0, 0.2], [0.0, 0.1, 0.2], [0.0, -0.1, -0.1], [0.0, 0.0, 0.3], [-0.3, -0.1, 0.1], [-0.7, -1.0, -0.1], [-0.1, -0.1, 0.0], [0.1, 0.1, 0.1], [-0.3, 1.3, 0.4], [0.8, 0.5, -0.2], [2.0, -0.8, 1.0], [-1.3, -0.3, -1.1], [0.5, 0.2, 0.3], [-2.4, -0.8, -1.8], [-0.9, 0.7, -0.4], [-4.9, 1.6, -3.5], [0.0, -0.1, 0.0], [-0.1, 0.1, -0.1], [0.0, 0.1, -0.2], [0.1, -0.3, 0.0], [0.1, -0.1, 0.0], [0.0, 0.0, 0.1], [-0.2, 0.0, 0.2], [0.0, -0.1, 0.0], [-0.1, 0.0, 0.1], [0.0, 0.1, -0.1], [0.2, 0.0, 0.1], [0.2, 0.0, 0.1], [-0.7, -0.4, 0.3], [-2.9, 4.6, -2.3], [-0.7, 0.6, 0.7], [0.6, -0.2, -0.3], [2.6, 1.6, -2.0], [-0.5, -2.6, -0.1], [5.7, 1.9, 1.3], [0.0, 0.0, -0.4], [0.2, -0.2, 0.0], [0.3, -0.4, -0.1], [0.0, 0.2, 0.3], [-0.1, 0.2, -0.2], [1.9, -0.3, 0.2]], "homo_lumo_gap_ev": [4.247, 5.614], "spin_multiplicity": 5, "e_above_lowest_kcal_mol": 98.0}

Entry 3:
{"formula": "C17H24BrF5I2N3O5S3", "method": "the ωB97M-V functional and the def2-TZVPD basis", "symbols": ["C", "C", "I", "C", "I", "C", "C", "N", "S", "O", "O", "C", "F", "F", "C", "F", "F", "F", "C", "C", "Br", "C", "C", "S", "C", "N", "N", "C", "O", "H", "H", "H", "H", "H", "H", "H", "H", "H", "H", "H", "H", "H", "H", "H", "H", "C", "C", "C", "S", "O", "O", "C", "H", "H", "H", "H", "H", "H", "H", "H"], "xyz": [[2.4232, 3.6324, 0.7412], [3.2973, 2.8591, -0.4097], [3.4887, 4.0829, -2.2516], [2.7548, 1.3150, -0.7345], [2.4184, 0.2237, 1.1301], [1.5186, 1.2794, -1.8060], [0.2801, 2.3462, -1.6943], [-0.5723, 1.9050, -2.9027], [-2.2203, 2.4696, -3.0189], [-2.4030, 3.1379, -4.4360], [-3.2416, 1.2697, -3.0126], [-2.7472, 3.6705, -1.6819], [-2.6735, 3.1263, -0.2941], [-4.2028, 4.0151, -1.8963], [-1.9448, 5.1002, -1.6725], [-2.9779, 6.1734, -1.4350], [-1.1961, 5.4105, -2.9120], [-0.9761, 5.2060, -0.5239], [-0.2500, 0.4620, -3.3440], [0.6765, -0.1009, -2.0699], [1.8053, -1.5022, -2.9379], [-0.4902, -0.5112, -0.9967], [-0.3941, -2.0286, -0.3947], [-1.8753, -2.6133, 0.5797], [-3.1933, -1.3121, 0.7816], [-3.2447, 0.1800, 0.5625], [-4.4212, 0.8775, 0.8176], [-5.3338, -0.2307, 1.3101], [-4.5870, -1.5141, 1.3004], [1.2775, 3.7279, 0.5188], [2.5680, 3.2081, 1.8348], [2.8401, 4.7484, 0.7809], [4.3958, 2.7281, -0.0007], [3.6781, 0.7836, -1.2733], [2.0347, 1.4476, -2.8658], [-0.2612, 2.3255, -0.6303], [0.4879, 3.4960, -1.8125], [-0.0922, 2.4590, -3.6723], [-1.1634, -0.1935, -3.6855], [0.5554, 0.5265, -4.1968], [-1.5459, -0.4359, -1.5489], [-0.5084, 0.2236, -0.0673], [0.5401, -2.0742, 0.3470], [-0.1548, -2.8593, -1.2187], [-6.4293, 0.0246, 1.6326], [2.1868, -4.6217, 4.3494], [0.6638, -4.7218, 4.2788], [0.2282, -4.1453, 2.9326], [1.5969, -4.4009, 1.8132], [2.1278, -3.1089, 1.4323], [1.2328, -5.4082, 0.8370], [2.6962, -5.1324, 3.0099], [2.5938, -5.2027, 5.1821], [2.4824, -3.5751, 4.4895], [0.3641, -5.7748, 4.3434], [0.1845, -4.1927, 5.1085], [-0.6580, -4.6541, 2.5449], [0.0412, -3.0700, 2.9994], [3.7259, -4.8372, 2.8009], [2.5936, -6.2193, 2.9379]], "forces_ev_per_a": [[0.5, 1.5, 0.1], [-0.2, -1.4, 2.0], [-0.1, -0.7, 0.9], [1.0, 1.2, -1.8], [0.1, 0.4, -1.0], [0.1, -0.3, -1.0], [0.9, 0.8, 2.6], [2.0, 1.4, -0.7], [-8.8, -3.4, -8.0], [2.2, -1.5, 6.2], [5.0, 4.3, 1.6], [-2.9, 1.9, 4.5], [0.0, 1.5, -5.0], [5.4, -1.8, 0.2], [0.5, 4.2, 1.0], [4.1, -3.9, -1.0], [-2.6, -1.4, 4.4], [-3.3, -0.7, -4.2], [2.1, -2.3, -0.4], [-2.3, 1.5, -0.9], [-0.7, 0.8, 1.0], [-0.8, -0.8, 0.7], [2.2, 0.7, -0.6], [-1.5, 1.0, 0.2], [-4.7, 7.5, 0.4], [1.5, -3.3, -0.1], [-1.8, -8.4, 2.0], [5.2, 2.3, -2.0], [0.2, 2.2, -0.7], [2.2, -0.4, 0.3], [-0.2, 0.6, -2.5], [-0.9, -2.4, -0.1], [-2.3, 0.4, -1.0], [-2.3, 0.9, 1.2], [-0.9, 0.0, 2.3], [0.7, -0.6, -2.6], [0.1, -2.4, -0.2], [-1.0, -0.4, 0.7], [1.7, 1.6, 1.0], [-2.0, 0.3, 1.2], [2.3, 0.0, 1.3], [0.1, -1.5, -2.0], [-2.2, 0.1, -1.5], [-1.0, 1.9, 1.7], [2.4, -1.5, -0.5], [0.1, 0.2, 0.2], [-0.1, -0.2, 0.3], [-0.6, 0.2, 0.3], [0.0, -1.1, 0.1], [0.0, 0.0, -0.3], [0.2, 0.8, 0.0], [0.4, -0.1, 0.3], [0.0, 0.1, -0.1], [0.0, -0.1, 0.0], [0.0, 0.2, 0.0], [0.0, -0.1, -0.2], [0.2, 0.2, -0.1], [0.1, -0.1, -0.1], [-0.2, 0.0, -0.2], [0.0, 0.2, -0.1]], "homo_lumo_gap_ev": 5.870, "total_charge": 1}

Entry 4:
{"formula": "C17H24BrFN2O", "method": "the ωB97M-V functional and the def2-TZVPD basis", "symbols": ["C", "C", "C", "F", "C", "C", "C", "C", "N", "C", "C", "C", "C", "O", "N", "C", "C", "C", "C", "C", "C", "H", "H", "H", "H", "H", "H", "H", "H", "H", "H", "H", "H", "H", "H", "H", "H", "H", "H", "H", "H", "H", "H", "H", "H", "Br"], "xyz": [[-1.1081, 1.0542, -4.1301], [-2.0593, 1.2015, -2.9236], [-1.3728, 0.7698, -1.5899], [-0.0151, 0.6175, -1.7420], [-1.9463, -0.5382, -1.1117], [-1.6107, -1.8493, -1.8598], [-2.3849, -2.7966, -0.9561], [-3.0116, -4.0595, -1.4294], [-2.4004, -2.3198, 0.2417], [-1.7122, -1.0001, 0.3282], [-0.3043, -0.9828, 0.9138], [0.1630, 0.4612, 1.2310], [0.2310, 0.6850, 2.7347], [-0.7449, 1.0992, 3.3025], [1.4465, 0.4426, 3.4724], [2.5547, 1.1920, 2.9449], [3.4143, 0.6253, 2.0020], [4.5052, 1.3172, 1.5016], [4.7428, 2.6211, 1.9249], [3.8907, 3.2093, 2.8555], [2.8037, 2.4969, 3.3490], [-0.4491, 1.9184, -4.1696], [-0.5671, 0.1125, -4.0472], [-1.7189, 1.0154, -5.0365], [-2.9177, 0.5367, -3.0867], [-2.4689, 2.2062, -2.8097], [-1.5877, 1.5568, -0.8588], [-3.0411, -0.4364, -1.1573], [-0.5471, -2.0542, -1.6574], [-1.8322, -1.8943, -2.9221], [-3.8913, -4.2526, -0.8054], [-2.3183, -4.9003, -1.4130], [-3.4018, -3.8897, -2.4339], [-2.8832, -2.8053, 0.9887], [-2.3236, -0.4395, 1.0462], [0.4365, -1.5458, 0.3380], [-0.3629, -1.4982, 1.8859], [-0.5722, 1.1680, 0.8540], [1.1422, 0.6319, 0.7706], [1.6448, -0.5532, 3.4326], [3.2217, -0.3843, 1.6467], [5.1759, 0.8594, 0.7851], [5.5995, 3.1708, 1.5515], [4.0955, 4.2196, 3.1914], [2.1522, 2.9927, 4.0630], [2.4143, 0.2159, -1.4744]], "forces_ev_per_a": [[-1.0, 0.2, 0.3], [0.4, -0.7, 0.0], [-0.5, 0.2, -0.7], [-1.7, 0.5, 0.0], [-0.6, -0.3, 0.2], [-0.1, 0.1, 1.0], [1.0, 0.1, -1.1], [-0.9, 0.6, 0.5], [0.3, -0.8, -0.7], [-0.7, 1.0, 1.2], [0.3, -0.7, 0.8], [0.5, -0.3, 0.1], [-0.5, 0.5, -0.2], [-0.2, -0.1, 0.3], [-0.2, 0.0, -0.2], [0.8, -0.1, -0.6], [0.0, -0.4, 0.1], [0.1, 0.4, 0.2], [0.0, -0.1, 0.2], [0.1, -0.3, -0.4], [-0.3, 0.5, 0.4], [0.3, -0.3, -0.1], [0.3, 0.3, -0.1], [0.2, 0.1, 0.0], [0.0, 0.1, 0.0], [0.2, 0.0, -0.2], [0.3, -0.2, 0.1], [0.1, 0.2, -0.1], [0.0, 0.0, -0.5], [-0.1, -0.1, 0.1], [0.3, -0.4, 0.0], [0.0, 0.1, 0.0], [0.3, -0.2, -0.1], [0.2, 0.2, 0.2], [0.1, 0.2, -0.3], [0.0, 0.4, -0.3], [-0.1, -0.2, -0.2], [0.2, 0.1, 0.0], [-0.3, 0.0, -0.3], [0.2, 0.0, 0.0], [0.0, 0.1, 0.0], [-0.2, -0.1, 0.0], [-0.1, 0.0, 0.0], [-0.2, -0.1, 0.0], [0.0, -0.3, 0.0], [1.8, -0.6, 0.2]], "homo_lumo_gap_ev": 4.723}